18
Properties=species:S:1:pos:R:3:forces:R:3 method="wB97M-V/def2-TZVPD" total_charge=-1 de_lowest_kcal_mol=54.5 e_tot_ha=-438.89839
O -2.143 -0.192 -0.274 3.2 -0.4 0.8
C -1.002 -0.495 0.254 -5.0 0.3 0.6
N -0.193 -1.394 -0.341 0.8 0.7 -2.8
C 1.342 -1.503 -0.285 1.4 -0.2 1.1
O 2.083 -0.437 -0.558 -1.1 0.1 -0.4
C -0.845 -0.005 1.732 3.3 -1.3 -0.6
C -0.337 1.441 1.749 -0.6 -0.4 -1.0
H -0.394 -1.410 -1.387 -0.3 0.0 1.9
H 1.571 -2.411 -0.940 -0.6 0.6 0.2
H 1.525 -1.868 0.749 -0.1 -0.2 0.2
H -1.665 -0.094 2.425 -0.9 -0.4 -0.6
H -0.026 -0.653 2.179 -0.7 0.7 -0.4
H 0.203 1.581 2.658 0.2 0.5 0.8
H -1.220 2.110 1.649 0.9 -0.1 0.0
H 0.396 1.546 0.934 -0.4 0.3 0.2
H 1.538 1.714 -1.834 -1.7 0.7 -0.5
H 0.145 1.273 -1.657 0.0 0.6 -0.3
O 0.601 2.046 -2.054 1.8 -1.5 0.9

***

16
Properties=species:S:1:pos:R:3:forces:R:3 method="wB97M-V/def2-TZVPD" smiles=N[C@]1(O)C[C@@H](O)C1 de_lowest_kcal_mol=46.9 e_tot_ha=-363.01083
N -0.376 -1.461 1.415 0.1 -0.1 -0.1
C -0.734 -0.663 0.258 0.4 0.0 -0.3
O -2.107 -0.815 0.008 -0.1 0.0 -0.2
C 0.173 -0.808 -1.049 0.0 -0.1 0.1
C 1.074 0.237 -0.384 0.0 -0.1 0.3
O 1.733 1.209 -1.145 0.2 0.0 -0.3
C -0.140 0.756 0.381 0.0 0.2 0.1
H -1.169 -2.017 1.717 0.1 0.0 -0.2
H -0.069 -0.892 2.198 -0.1 0.0 -0.2
H -2.155 -1.040 -0.926 -0.4 0.1 0.1
H -0.319 -0.324 -1.912 -0.1 -0.2 0.4
H 0.619 -1.752 -1.384 -0.2 0.0 0.4
H 1.750 -0.301 0.296 0.1 0.3 -0.1
H 2.342 0.763 -1.744 0.0 0.1 0.0
H 0.010 1.190 1.373 -0.1 -0.1 -0.1
H -0.707 1.444 -0.253 0.1 0.0 0.1

***

78
Properties=species:S:1:pos:R:3:forces:R:3 method="wB97M-V/def2-TZVPD" total_charge=+2 de_lowest_kcal_mol=54.2 e_tot_ha=-4799.00300 multiplicity=2
In -0.177 0.631 0.120 2.2 2.7 -0.9
C 2.912 1.398 -2.935 -0.7 0.6 0.4
C 2.944 0.098 -2.185 0.4 -1.8 0.7
C 4.024 -0.882 -2.233 -1.7 1.0 0.9
C 3.568 -1.957 -1.495 -0.8 0.5 -0.6
N 2.272 -1.683 -1.052 1.1 1.8 -1.3
N 1.942 -0.386 -1.424 0.5 -0.2 -0.4
B 1.375 -2.455 -0.131 2.7 -1.1 1.2
N 1.419 -1.804 1.287 -0.2 1.9 1.1
C 1.665 -2.388 2.467 -0.4 1.0 0.7
C 1.486 -1.479 3.506 -1.0 1.8 -1.3
C 1.158 -0.217 2.908 1.3 -1.4 -0.8
C 1.088 1.143 3.656 -1.1 -1.2 -0.1
N 1.178 -0.392 1.535 -0.4 -1.1 0.9
N -0.131 -2.342 -0.610 -4.5 3.3 -0.9
C -0.663 -2.910 -1.758 0.8 -1.6 -1.1
C -1.581 -2.134 -2.379 1.3 -0.9 0.5
C -1.880 -1.075 -1.472 -0.9 1.0 1.6
C -3.297 -1.051 -0.817 0.3 -0.9 -2.0
N -0.927 -1.286 -0.272 1.7 -2.8 -3.3
N 1.838 -3.930 -0.123 -0.6 -1.0 -0.4
C 2.402 -4.802 -1.062 -1.0 -1.2 0.1
C 2.027 -6.137 -0.749 -0.8 2.5 1.0
C 1.211 -5.961 0.441 0.4 0.8 -0.7
C 0.502 -6.931 1.332 -0.9 -0.6 -1.0
N 1.110 -4.677 0.768 0.0 -0.4 -0.2
H 3.382 1.353 -3.922 0.1 -0.3 0.3
H 3.377 2.236 -2.387 0.0 -0.5 -0.1
H 1.867 1.696 -3.106 0.2 -0.1 0.1
H 4.976 -0.615 -2.661 0.1 -0.7 -0.1
H 3.992 -2.936 -1.352 0.2 0.3 0.3
H 1.992 -3.399 2.536 -0.1 -0.5 -0.1
H 1.357 -1.596 4.555 0.7 -0.6 0.5
H 1.390 0.977 4.708 0.1 0.0 -0.7
H 0.035 1.509 3.729 0.8 -0.2 -0.4
H 1.728 1.895 3.194 -0.1 -0.1 0.1
H -0.379 -3.901 -2.109 0.7 0.4 0.2
H -1.799 -2.121 -3.440 -0.7 -0.4 0.2
H -3.913 -1.652 -1.528 -0.2 0.7 0.9
H -3.581 0.003 -0.797 -0.2 -0.3 0.1
H -3.239 -1.517 0.154 -0.3 -0.1 0.3
H 2.960 -4.443 -1.925 -0.3 -0.2 0.4
H 2.118 -7.077 -1.286 0.5 0.5 0.1
H 0.682 -7.988 1.047 0.2 0.7 0.5
H -0.600 -6.795 1.271 0.6 0.0 -0.1
H 0.762 -6.682 2.344 0.3 -0.4 0.5
Br -7.442 1.370 2.392 -0.5 0.1 0.0
C -5.615 1.493 2.279 -0.4 0.3 -1.1
C -4.855 1.029 3.352 1.8 -0.4 0.8
C -3.463 0.986 3.222 -0.9 -1.3 1.6
C -2.824 1.159 1.969 2.2 0.2 -0.6
O -1.591 0.756 1.733 -3.4 0.6 1.3
C -3.622 1.898 0.997 -1.3 -0.7 -0.1
C -2.995 2.573 -0.055 1.6 0.9 -1.2
N -1.693 2.662 -0.124 -1.1 -0.6 0.1
C -1.059 3.638 -0.839 0.6 0.8 -1.0
C -1.640 4.596 -1.696 0.7 -0.1 0.7
C -0.889 5.633 -2.275 1.1 -0.2 -0.1
C 0.505 5.703 -2.054 -1.3 -0.1 -0.1
C 1.136 4.727 -1.236 -0.5 -0.6 0.8
C 2.523 4.771 -0.918 -0.3 1.2 -0.9
C 3.095 3.817 -0.135 0.2 -0.3 1.0
C 2.292 2.766 0.376 -1.4 1.5 -1.1
N 0.957 2.720 0.163 1.2 -0.7 -0.3
C 0.353 3.684 -0.611 1.0 0.6 -0.7
C -5.022 2.014 1.125 0.6 -0.4 -0.1
H -5.377 0.666 4.261 0.6 0.5 -0.6
H -2.866 0.647 4.083 -0.3 0.0 -0.6
H -3.601 3.149 -0.750 -0.3 0.1 0.2
H -2.703 4.582 -1.857 -0.2 0.0 -0.1
H -1.400 6.360 -2.925 0.4 -0.4 0.5
H 1.096 6.520 -2.495 -0.3 -0.5 0.2
H 3.066 5.644 -1.349 -0.1 -0.9 0.5
H 4.133 3.874 0.216 -0.4 0.0 -0.5
H 2.777 2.018 0.962 -0.2 -0.7 0.3
H -5.642 2.424 0.300 0.6 -0.2 0.8
O -1.752 0.170 -2.217 -1.5 -0.6 1.2
O -0.450 0.611 -2.239 1.4 0.6 1.9

***

91
Properties=species:S:1:pos:R:3:forces:R:3 method="wB97M-V/def2-TZVPD" de_lowest_kcal_mol=0.0 e_tot_ha=-6374.11983
Ga -0.144 -0.005 0.039 -0.3 -0.3 0.5
C 0.865 -0.122 2.937 0.0 0.0 0.1
N -0.462 0.263 2.448 0.0 -0.2 0.4
C -0.829 1.543 3.035 0.0 0.0 0.0
C -1.461 -0.763 2.755 0.0 0.0 -0.1
C -1.149 -2.026 1.986 0.0 0.1 0.0
C -1.288 -3.272 2.583 -0.1 0.0 0.0
C -0.873 -4.419 1.921 0.0 0.0 0.0
C -0.270 -4.308 0.679 0.0 0.0 0.0
C -0.144 -3.058 0.084 0.0 0.0 -0.1
C -0.625 -1.896 0.697 0.3 0.5 -0.2
H 0.854 -0.280 4.026 0.0 0.0 0.0
H 1.579 0.661 2.686 0.0 0.0 0.0
H 1.195 -1.039 2.453 0.0 0.0 0.0
H -0.842 1.496 4.133 0.0 0.0 0.0
H -1.816 1.853 2.688 0.0 0.0 0.1
H -0.103 2.295 2.723 0.0 0.0 0.0
H -2.435 -0.370 2.453 0.0 0.0 0.1
H -1.511 -0.971 3.836 0.0 0.0 0.0
H -1.710 -3.347 3.580 0.0 0.0 0.0
H -0.987 -5.387 2.393 0.0 0.0 0.0
H 0.121 -5.188 0.181 0.0 0.0 0.0
H 0.394 -2.985 -0.861 -0.1 0.0 0.0
N 1.428 0.877 -0.038 0.0 0.3 -0.2
C 2.640 0.333 0.133 -0.3 0.0 -0.1
C 2.916 -1.055 0.319 0.0 0.2 0.2
C 4.181 -1.522 0.634 0.1 0.3 0.2
C 5.268 -0.658 0.713 0.1 -0.1 0.1
C 5.051 0.697 0.455 -0.1 0.0 0.1
C 3.791 1.178 0.164 0.1 0.0 0.1
H 2.076 -1.741 0.265 0.1 0.0 0.0
H 4.333 -2.581 0.824 0.0 0.1 0.1
H 6.255 -1.028 0.959 0.0 0.0 0.0
H 5.890 1.385 0.480 0.0 0.0 0.0
H 3.638 2.234 -0.027 0.0 0.0 0.0
C -3.679 0.915 0.434 0.0 0.1 0.1
C -2.621 1.949 0.284 0.1 0.1 -0.1
N -1.330 1.710 0.188 -0.2 -0.1 -0.4
C -0.675 2.913 0.074 0.1 0.2 0.1
C -1.593 3.907 0.116 0.0 0.0 -0.1
N -2.830 3.295 0.245 -0.1 -0.2 0.1
C -4.096 3.998 0.360 0.0 -0.1 0.1
N -4.946 3.875 -0.791 0.1 0.0 -0.1
N -6.042 3.070 -0.768 0.2 0.0 0.1
N -6.609 3.096 -1.905 -0.3 -0.2 0.0
C -5.904 3.932 -2.740 0.5 0.3 0.2
C -6.107 4.294 -4.073 0.0 0.0 -0.1
C -5.207 5.176 -4.628 -0.1 -0.1 -0.1
C -4.121 5.687 -3.897 0.1 0.0 0.2
C -3.898 5.331 -2.584 0.1 0.1 -0.1
C -4.817 4.449 -2.022 -0.3 -0.3 -0.1
H -3.245 -0.052 0.188 0.0 0.0 0.0
H -4.529 1.102 -0.216 -0.1 0.0 -0.1
H -4.061 0.889 1.458 0.0 0.0 0.0
H 0.403 2.908 -0.014 0.0 0.0 0.0
H -1.495 4.977 0.063 0.0 0.0 0.0
H -3.860 5.050 0.511 0.0 0.0 0.1
H -4.659 3.627 1.215 0.0 0.0 -0.1
H -6.935 3.891 -4.638 0.0 0.0 0.0
H -5.331 5.487 -5.657 0.0 0.0 0.0
H -3.438 6.377 -4.375 0.0 0.0 0.0
H -3.046 5.704 -2.030 0.0 0.0 0.0
C 3.604 -3.512 -1.717 -0.2 0.0 0.0
As 3.368 -2.037 -2.957 0.4 -0.3 -0.1
C 3.873 -2.849 -4.653 0.1 0.0 0.1
C 4.763 -0.737 -2.650 -0.1 -0.1 0.0
S 1.431 -1.316 -3.075 -0.4 0.0 0.0
H 4.628 -3.882 -1.761 0.0 0.0 0.0
H 2.910 -4.299 -2.009 0.0 0.0 -0.1
H 3.374 -3.180 -0.708 0.0 -0.2 -0.4
H 4.782 -3.442 -4.550 0.0 0.0 0.0
H 4.032 -2.063 -5.390 0.0 0.0 0.0
H 3.057 -3.483 -4.992 0.0 0.0 0.1
H 5.729 -1.240 -2.605 0.0 0.0 0.0
H 4.576 -0.201 -1.721 0.0 -0.1 -0.1
H 4.741 -0.034 -3.481 0.0 0.0 -0.1
C -2.175 -3.027 -4.113 0.1 0.0 0.1
C -2.130 -1.683 -3.477 0.0 0.1 0.0
C -2.375 -0.415 -3.962 0.0 0.0 0.0
C -2.058 0.462 -2.913 -0.1 0.0 -0.1
N -1.646 -0.221 -1.846 0.3 -0.1 0.0
N -1.720 -1.514 -2.214 -0.1 -0.1 -0.1
C -2.227 1.944 -2.941 0.2 -0.1 0.1
H -2.823 -3.018 -4.986 0.0 0.0 0.0
H -2.532 -3.780 -3.410 0.0 0.0 0.0
H -1.164 -3.299 -4.423 0.0 -0.1 0.0
H -2.717 -0.136 -4.945 0.0 -0.1 0.0
H -1.394 -2.218 -1.574 0.0 -0.1 0.1
H -2.381 2.270 -3.967 0.0 0.1 0.0
H -1.353 2.453 -2.532 0.0 0.0 0.0
H -3.104 2.237 -2.362 0.0 0.1 0.0

***

69
Properties=species:S:1:pos:R:3:forces:R:3 method="wB97M-V/def2-TZVPD" total_charge=+2 de_lowest_kcal_mol=37.3 e_tot_ha=-1978.95440 multiplicity=3
W 1.727 1.202 -1.525 -1.8 0.9 1.3
C 0.043 -0.719 -5.122 0.4 -0.3 -0.3
C 1.146 -1.341 -5.708 -0.4 0.4 0.4
C 2.374 -1.168 -5.104 0.2 0.3 0.5
C 2.483 -0.419 -3.931 -0.9 0.0 -0.4
N 1.396 0.181 -3.336 0.0 -1.2 -2.1
C 0.202 0.021 -3.973 -0.1 0.2 0.5
C 3.737 -0.199 -3.228 0.8 0.1 0.4
C 4.975 -0.727 -3.596 -0.6 0.2 0.1
C 6.084 -0.468 -2.816 -0.1 0.3 0.4
C 5.941 0.353 -1.697 0.0 -0.3 -0.3
C 4.700 0.870 -1.397 0.2 0.2 0.4
N 3.599 0.587 -2.122 1.9 -0.7 -1.1
H -0.933 -0.814 -5.570 -0.1 0.1 0.0
H 1.047 -1.932 -6.606 0.0 0.0 -0.1
H 3.252 -1.612 -5.538 0.2 -0.1 0.0
H -0.653 0.516 -3.518 0.3 0.0 0.0
H 5.066 -1.335 -4.480 0.0 -0.1 -0.1
H 7.042 -0.895 -3.069 0.1 0.0 0.0
H 6.785 0.575 -1.065 0.1 0.1 0.1
H 4.564 1.526 -0.538 0.0 -0.2 -0.2
C -5.025 -2.638 2.173 -0.2 -0.3 -0.1
O -4.329 -1.466 2.559 -0.1 0.5 0.1
C -3.245 -1.553 3.317 0.7 0.0 0.3
C -2.739 -2.743 3.870 -0.5 0.1 -0.3
C -1.533 -2.745 4.526 0.6 0.5 0.0
C -0.750 -1.576 4.552 -1.4 0.6 -0.8
C -1.324 -0.349 4.140 0.3 -0.4 0.0
C -2.562 -0.340 3.566 -0.3 -0.2 -0.2
N 0.542 -1.691 4.945 0.4 -1.3 1.2
N 1.466 -0.973 4.606 1.0 0.2 0.5
C 1.746 -0.249 3.519 -0.4 0.6 -0.7
C 2.371 1.005 3.617 -0.1 -0.1 0.2
C 2.603 1.798 2.513 -0.2 -0.1 -0.6
C 2.251 1.340 1.238 -0.3 -1.0 0.9
O 2.326 2.017 0.102 0.5 0.5 0.2
C 1.781 0.013 1.101 0.3 0.4 -0.1
N 1.620 -0.405 -0.209 -0.5 0.1 0.6
C 1.185 -1.665 -0.409 0.1 0.0 -0.4
C 0.946 -2.543 0.633 0.1 0.1 0.0
C 1.135 -2.140 1.951 0.1 0.4 -0.2
C 1.534 -0.826 2.211 0.0 -0.1 -0.4
H -5.871 -2.292 1.582 0.1 -0.1 0.1
H -5.388 -3.191 3.039 0.0 0.0 0.0
H -4.382 -3.281 1.565 -0.1 0.0 0.1
H -3.294 -3.661 3.776 -0.1 -0.1 0.0
H -1.129 -3.649 4.952 0.1 -0.1 0.0
H -0.795 0.575 4.325 0.0 0.1 -0.1
H -3.037 0.579 3.264 0.0 0.1 -0.1
H 2.611 1.376 4.600 0.0 0.0 0.1
H 3.017 2.788 2.620 0.0 0.1 0.1
H 1.066 -1.984 -1.447 0.0 0.1 0.3
H 0.638 -3.553 0.415 0.0 0.0 -0.1
H 1.000 -2.846 2.754 -0.1 -0.1 0.1
C -3.527 4.055 -2.186 0.2 -0.5 0.6
Si -3.073 2.803 -0.825 -0.7 0.1 0.1
C -3.175 3.522 0.935 0.2 -0.2 -0.8
C -4.142 1.225 -0.922 0.5 0.6 0.0
C -1.298 2.307 -1.190 0.0 0.2 -0.2
C -0.145 2.065 -1.537 -0.1 -0.4 -0.1
H -4.551 4.388 -2.052 -0.2 0.0 0.1
H -3.452 3.625 -3.180 0.0 -0.2 -0.1
H -2.890 4.933 -2.157 0.1 0.1 0.1
H -4.191 3.839 1.147 -0.2 0.0 0.0
H -2.535 4.388 1.061 0.2 0.2 0.0
H -2.898 2.795 1.691 0.1 -0.2 0.1
H -5.183 1.489 -0.772 -0.2 0.1 0.0
H -3.879 0.501 -0.158 0.1 -0.1 0.2
H -4.071 0.734 -1.886 0.1 0.0 -0.2